# C3H8O2

2 unconnected molecules or ions with the total composition C3H8O2 (ωB97M-V with the def2-TZVPD basis set, the Open Molecules 2025 dataset).

Geometry as XYZ:
```
13
C3H8O2 ωB97M-V with the def2-TZVPD basis set
O 2.9771 -1.7545 -1.1281
C 2.5937 -0.9102 -0.3821
O 2.9280 -0.8233 0.9404
H 1.8721 -0.1353 -0.6569
H 3.8777 -1.0145 0.9698
C -1.2414 0.1230 0.2519
C -2.4100 0.9948 -0.2190
H -0.8061 0.5117 1.1770
H -0.3780 0.2972 -0.3973
H -1.3585 -0.9538 0.3237
H -2.0600 1.9969 -0.4576
H -2.9273 0.5520 -1.0652
H -3.0672 1.1160 0.6434
```

Summary:
- SMILES string = O=CO.CC
- HOMO level (eV) = -11.069
- HOMO-LUMO gap (eV) = 11.87
- relative energy (zero: lowest compared OMol25 entry of this formula, charge and spin) (kcal per mole) = 17.1
- LUMO level (Ha) = 0.0293

***

# C3H8O2

2 unconnected molecules or ions with the total composition C3H8O2 (ωB97M-V with the def2-TZVPD basis set, the Open Molecules 2025 dataset).

Geometry as XYZ:
```
13
C3H8O2 ωB97M-V with the def2-TZVPD basis set
C 1.2969 1.0011 0.2457
C 0.0361 1.0899 -0.7381
C -0.5066 -0.0232 -1.4524
O -0.5581 -1.1220 -0.8810
H 1.2703 -0.0820 0.6511
H 1.2720 1.8042 0.9834
H 2.1311 1.1092 -0.4141
H -0.7960 1.7689 -0.3744
H 0.3272 1.8544 -1.5091
H -1.1474 0.1838 -2.2920
O -0.3158 -0.9080 2.2359
H -0.1758 -1.1319 1.2507
H -0.8490 -1.6735 2.5345
```

Summary:
- SMILES string = CCC=O.O
- HOMO level (eV) = -10.357
- HOMO-LUMO gap (eV) = 10.97
- relative energy (zero: lowest compared OMol25 entry of this formula, charge and spin) (kcal per mole) = 36.5
- LUMO level (Ha) = 0.0225

***

# C3H8O2

2 unconnected molecules or ions with the total composition C3H8O2 (ωB97M-V with the def2-TZVPD basis set, the Open Molecules 2025 dataset).

Geometry as XYZ:
```
13
C3H8O2 ωB97M-V with the def2-TZVPD basis set
C -2.1810 -0.5827 -0.4668
C -2.1067 0.4871 0.3167
O -1.0122 1.1320 0.7734
H -3.1287 -1.0021 -0.7656
H -1.3344 -1.2607 -0.4992
H -2.9656 1.1044 0.5651
H -0.2220 0.7681 0.3343
C 2.1540 -0.4157 0.1641
O 1.5108 0.7560 -0.3474
H 2.5076 -0.9934 -0.6955
H 3.0248 -0.0920 0.7346
H 1.5720 -1.1217 0.7433
H 2.1816 1.2206 -0.8569
```

Summary:
- SMILES string = C=CO.CO
- HOMO level (eV) = -8.685
- HOMO-LUMO gap (eV) = 9.34
- relative energy (zero: lowest compared OMol25 entry of this formula, charge and spin) (kcal per mole) = 43.4
- LUMO level (Ha) = 0.0240

***

# C3H8O2

2 unconnected molecules or ions with the total composition C3H8O2 (ωB97M-V with the def2-TZVPD basis set, the Open Molecules 2025 dataset).

Geometry as XYZ:
```
13
C3H8O2 ωB97M-V with the def2-TZVPD basis set
C 0.5222 0.4444 -1.9531
C 1.1844 -0.8875 -2.2061
C 1.1821 -1.7977 -1.2546
O 2.1061 -2.8189 -1.1219
H 0.0367 0.5031 -0.9848
H -0.1785 0.8318 -2.6994
H 1.3513 1.1523 -1.9470
H 1.6358 -0.9542 -3.1860
H 0.4174 -1.8068 -0.4905
H 1.9856 -3.1357 -0.2210
O -3.3626 3.2203 5.2072
H -4.1514 2.7494 5.5169
H -2.7292 2.4995 5.3403
```

Summary:
- SMILES string = C/C=C/O.O
- HOMO level (eV) = -8.568
- HOMO-LUMO gap (eV) = 9.45
- relative energy (zero: lowest compared OMol25 entry of this formula, charge and spin) (kcal per mole) = 39.8
- LUMO level (Ha) = 0.0324

***

# C3H8O2

A single C3H8O2 molecule (ωB97M-V with the def2-TZVPD basis set, the Open Molecules 2025 dataset).

Geometry as XYZ:
```
13
C3H8O2 ωB97M-V with the def2-TZVPD basis set
C 0.6908 0.4228 1.8659
O -0.2691 -0.5717 1.4794
C -0.7279 -0.3652 0.2059
O 0.3813 -0.5001 -0.6448
C 0.0627 -0.1844 -1.9838
H 1.6153 0.3931 1.3151
H 0.2940 1.4595 1.6761
H 0.8872 0.2636 2.9376
H -1.2689 0.5888 0.0776
H -1.4880 -1.1729 0.0529
H 0.9162 -0.2161 -2.5960
H -0.3557 0.8178 -2.0623
H -0.7377 -0.9352 -2.3236
```

Summary:
- SMILES string = COCOC
- HOMO level (eV) = -10.023
- HOMO-LUMO gap (eV) = 11.07
- relative energy (zero: lowest compared OMol25 entry of this formula, charge and spin) (kcal per mole) = 38.9
- LUMO level (Ha) = 0.0386

***

# C3H8O2P

2 unconnected molecules or ions with the total composition C3H8O2P (ωB97M-V with the def2-TZVPD basis set, the Open Molecules 2025 dataset).

Geometry as XYZ:
```
14
C3H8O2P ωB97M-V with the def2-TZVPD basis set
C 0.7093 0.8370 -1.5347
C 0.5300 0.8966 1.0552
C -0.0484 0.6488 -0.2873
O -2.5141 -2.0922 0.3257
O -0.6448 -1.8556 1.9990
P -1.0799 -1.8732 0.5824
H 1.6461 1.3356 -1.2611
H 0.7744 -0.1313 -2.2336
H 0.2038 1.5480 -2.3068
H -0.0471 0.2422 1.8263
H 0.4403 1.8538 1.3726
H 1.4604 0.3986 1.0660
H -1.1436 1.0750 -0.4272
H -0.2863 -2.8834 -0.1765
```

Summary:
- net charge = -1
- HOMO level (alpha / beta) (eV) = -2.690 / -2.669
- HOMO-LUMO gap (alpha / beta) (eV) = 6.81 / 6.78
- relative energy (zero: lowest compared OMol25 entry of this formula, charge and spin) (kcal per mole) = 84.8
- LUMO level (alpha / beta) (Ha) = 0.1513 / 0.1512

***

# C3H8O2P

A gas-phase ion, C3H8O2P (charge -1) (ωB97M-V with the def2-TZVPD basis set, the Open Molecules 2025 dataset).

Geometry as XYZ:
```
14
C3H8O2P ωB97M-V with the def2-TZVPD basis set
C 0.8750 -1.0260 -0.6350
C 0.5911 0.4397 -0.9026
C -0.7995 0.7764 -0.3030
P -0.7493 0.3163 1.5080
O -1.8602 1.0337 2.2088
O 0.6677 0.4677 2.0763
H 1.0999 -1.3900 0.3619
H 0.2015 -1.6570 -1.0649
H 1.7031 -1.3373 -1.1243
H 0.5189 0.6942 -2.0909
H 1.4688 0.8514 -0.4871
H -1.0401 1.7904 -0.2303
H -1.7589 0.2148 -0.5615
H -0.9180 -1.1742 1.2446
```

Summary:
- SMILES string = CCC[P@H](=O)[O-]
- net charge = -1
- HOMO level (eV) = -4.281
- HOMO-LUMO gap (eV) = 8.41
- relative energy (zero: lowest compared OMol25 entry of this formula, charge and spin) (kcal per mole) = 33.2
- LUMO level (Ha) = 0.1519

***

# C3H8O2S

2 unconnected molecules or ions with the total composition C3H8O2S (ωB97M-V with the def2-TZVPD basis set, the Open Molecules 2025 dataset).

Geometry as XYZ:
```
14
C3H8O2S ωB97M-V with the def2-TZVPD basis set
C 0.0957 0.1301 -0.4001
O -0.0320 1.5062 -0.6627
C -0.2064 -0.1828 1.0676
C -0.2835 -1.6640 1.3816
S -0.0993 -2.1241 3.1860
H -0.5960 -0.4472 -1.0321
H 1.1072 -0.2154 -0.6304
H -1.1593 0.2979 1.2877
H 0.5372 0.3035 1.6999
H 0.4768 -2.2545 0.8509
H -1.2405 -2.0791 1.0768
H 0.3205 1.6950 -1.6078
H 0.3702 2.9703 -3.0920
O 0.7094 2.0642 -3.1253
```

Summary:
- net charge = -2
- HOMO level (eV) = 0.140
- HOMO-LUMO gap (eV) = 5.86
- relative energy (zero: lowest compared OMol25 entry of this formula, charge and spin) (kcal per mole) = 0.0
- LUMO level (Ha) = 0.2205

***

# C3H8O2S

2 unconnected molecules or ions with the total composition C3H8O2S (ωB97M-V with the def2-TZVPD basis set, the Open Molecules 2025 dataset).

Geometry as XYZ:
```
14
C3H8O2S ωB97M-V with the def2-TZVPD basis set
C -0.0269 0.1245 0.7543
O 0.9485 1.0685 0.7951
C -0.3832 -0.4108 -0.6369
C -1.6396 -1.2682 -0.6166
S -2.3675 -1.6957 -2.2705
H 0.2911 -0.7173 1.4052
H -0.9444 0.4569 1.2454
H 0.4598 -1.0023 -0.9982
H -0.5299 0.4688 -1.2721
H -2.4238 -0.6706 -0.1366
H -1.5729 -2.2022 -0.0698
H 2.0343 1.3369 0.6857
H 2.9015 2.6966 0.6471
O 3.2532 1.8148 0.4679
```

Summary:
- net charge = -2
- HOMO level (eV) = 0.377
- HOMO-LUMO gap (eV) = 5.73
- relative energy (zero: lowest compared OMol25 entry of this formula, charge and spin) (kcal per mole) = 14.7
- LUMO level (Ha) = 0.2245

***

# C3H8O2S

2 unconnected molecules or ions with the total composition C3H8O2S (ωB97M-V with the def2-TZVPD basis set, the Open Molecules 2025 dataset).

Geometry as XYZ:
```
14
C3H8O2S ωB97M-V with the def2-TZVPD basis set
O -1.4845 -1.9573 -0.4260
C -0.3238 -1.6361 -0.5100
C 0.1056 -0.2583 -0.9594
C -0.1538 0.8047 0.1145
S -0.8144 2.3644 -0.5712
H 0.3819 -2.4744 -0.3685
H -0.6200 -0.0639 -1.7564
H 1.0634 -0.2429 -1.4346
H -0.9341 0.4909 0.8062
H 0.6958 0.9374 0.7657
H -2.0654 2.2265 -0.1401
O 3.1027 -1.5618 2.2844
H 3.6476 -1.7424 3.0696
H 2.3509 -1.1872 2.7650
```

Summary:
- SMILES string = O=CCCS.O
- HOMO level (eV) = -9.252
- HOMO-LUMO gap (eV) = 9.70
- relative energy (zero: lowest compared OMol25 entry of this formula, charge and spin) (kcal per mole) = 29.4
- LUMO level (Ha) = 0.0165

***

# C3H8O2S2

2 unconnected molecules or ions with the total composition C3H8O2S2 (ωB97M-V with the def2-TZVPD basis set, the Open Molecules 2025 dataset).

Geometry as XYZ:
```
15
C3H8O2S2 ωB97M-V with the def2-TZVPD basis set
O -2.5475 -1.2652 0.1456
C -1.6666 -1.5354 0.9220
C -0.5659 -0.5934 1.2738
C 0.7761 -0.9642 0.6220
S 1.9285 0.4236 0.6144
S 1.2512 1.4589 -0.9937
H -1.6797 -2.5155 1.4357
H -0.8533 0.4024 0.9093
H -0.4791 -0.5083 2.3568
H 1.2752 -1.8090 1.1212
H 0.6022 -1.2837 -0.3925
H 0.3782 2.2376 -0.4029
O -1.8983 0.3639 -1.5328
H -2.2019 -0.0031 -0.6837
H -2.5283 -0.0266 -2.1484
```

Summary:
- SMILES string = O=CCCSS.O
- HOMO level (eV) = -9.315
- HOMO-LUMO gap (eV) = 9.74
- relative energy (zero: lowest compared OMol25 entry of this formula, charge and spin) (kcal per mole) = 28.6
- LUMO level (Ha) = 0.0158

***

# C3H8O3

2 unconnected molecules or ions with the total composition C3H8O3 (ωB97M-V with the def2-TZVPD basis set, the Open Molecules 2025 dataset).

Geometry as XYZ:
```
14
C3H8O3 ωB97M-V with the def2-TZVPD basis set
O -1.0504 -1.5711 1.1857
C -1.2519 -1.4308 -0.1981
C -0.4559 -0.2603 -0.7146
C 0.8780 -0.0583 -0.1737
O -0.2309 0.7606 0.2520
H -1.0828 -0.6717 1.5516
H -2.3155 -1.3284 -0.4606
H -0.8490 -2.3250 -0.6859
H -0.6932 0.1442 -1.6999
H 1.5964 0.4520 -0.7994
H 1.2506 -0.6724 0.6423
O 1.6022 2.5635 0.1041
H 1.9128 2.1730 0.9323
H 0.6898 2.2246 0.0642
```

Summary:
- SMILES string = OC[C@@H]1CO1.O
- HOMO level (eV) = -10.638
- HOMO-LUMO gap (eV) = 11.50
- relative energy (zero: lowest compared OMol25 entry of this formula, charge and spin) (kcal per mole) = 53.9
- LUMO level (Ha) = 0.0317

***

# C3H8O3

2 unconnected molecules or ions with the total composition C3H8O3 (ωB97M-V with the def2-TZVPD basis set, the Open Molecules 2025 dataset).

Geometry as XYZ:
```
14
C3H8O3 ωB97M-V with the def2-TZVPD basis set
C -0.0128 0.9671 1.3429
C -1.4519 0.6292 0.9615
O -1.5115 0.7398 -0.4250
C -0.2183 0.6548 -0.8142
O 0.6533 0.3872 0.2432
H 0.1629 2.0599 1.3256
H 0.1841 0.6108 2.3723
H -2.0782 1.4240 1.4103
H -1.7909 -0.3402 1.3749
H 0.0067 -0.2237 -1.4490
H 0.1234 1.5578 -1.3558
O 1.9765 -2.7743 -1.2639
H 1.2012 -2.8918 -1.8583
H 2.7556 -2.8006 -1.8644
```

Summary:
- SMILES string = C1COCO1.O
- HOMO level (eV) = -9.613
- HOMO-LUMO gap (eV) = 10.43
- relative energy (zero: lowest compared OMol25 entry of this formula, charge and spin) (kcal per mole) = 49.7
- LUMO level (Ha) = 0.0301

***

# C3H8O3

2 unconnected molecules or ions with the total composition C3H8O3 (ωB97M-V with the def2-TZVPD basis set, the Open Molecules 2025 dataset).

Geometry as XYZ:
```
14
C3H8O3 ωB97M-V with the def2-TZVPD basis set
C 1.9735 -0.4638 0.3058
C 0.9198 0.1612 -0.5715
O 0.6454 1.3901 -0.4755
H 1.8240 -1.5419 0.3729
H 2.9539 -0.2852 -0.1402
H 1.9571 -0.0188 1.3002
H 0.8265 -0.3004 -1.5690
O -2.3521 -0.5134 -0.6969
C -1.5947 -0.1443 0.4019
O -1.5008 1.1541 0.6611
H -2.7303 0.2831 -1.0942
H -0.4402 -0.4803 0.0812
H -1.8857 -0.7493 1.2704
H -0.5965 1.5089 0.1541
```

Summary:
- SMILES string = CC=O.OCO
- HOMO level (eV) = -10.326
- HOMO-LUMO gap (eV) = 10.62
- relative energy (zero: lowest compared OMol25 entry of this formula, charge and spin) (kcal per mole) = 56.6
- LUMO level (Ha) = 0.0107

***

# C3H8O3PSTl

A molecular structure, C3H8O3PSTl (ωB97M-V with the def2-TZVPD basis set, the Open Molecules 2025 dataset).

Geometry as XYZ:
```
17
C3H8O3PSTl ωB97M-V with the def2-TZVPD basis set
C 1.6752 -0.8688 0.6599
C 0.9985 -1.0134 -0.8028
P -0.7036 -0.2180 -0.8770
C -1.9877 -1.1370 0.1406
S -0.5283 1.7418 0.0692
O -1.3120 2.6937 -0.8535
O 0.9178 2.2496 0.1073
O -1.2083 1.7954 1.5257
H 2.4539 -1.6977 0.7824
H 0.8329 -0.9462 1.4339
H 2.2317 0.1215 0.8052
H 1.6471 -0.4710 -1.5890
H 0.9550 -2.1067 -1.1656
H -2.2256 -0.5894 1.1282
H -1.7177 -2.2130 0.3964
H -2.9799 -1.1349 -0.4542
Tl 0.9510 3.7941 -1.3066
```

Summary:
- net charge = +2
- HOMO level (eV) = -18.157
- HOMO-LUMO gap (eV) = 4.03
- LUMO level (Ha) = -0.5191

***

# C3H8O3S

2 unconnected molecules or ions with the total composition C3H8O3S (ωB97M-V with the def2-TZVPD basis set, the Open Molecules 2025 dataset).

Geometry as XYZ:
```
15
C3H8O3S ωB97M-V with the def2-TZVPD basis set
C 0.0000 0.0000 0.0000
S -0.7649 -1.4889 -0.6937
C -1.9462 -0.7627 -1.7940
C -2.8458 -1.7816 -2.4757
O -2.7452 -2.1389 -3.6752
O -3.8697 -2.0736 -1.6742
H -0.7871 0.6086 0.4761
H 0.5125 0.6173 -0.7569
H 0.7331 -0.2924 0.7705
H -1.2292 -0.3331 -2.5199
H -2.4662 0.0784 -1.2966
H -3.6839 -1.9937 -0.6990
O -3.2386 -2.0835 0.8175
H -3.2420 -1.1259 1.0438
H -2.3671 -2.4106 1.1365
```

Summary:
- SMILES string = CSCC(=O)O.O
- HOMO level (eV) = -9.077
- HOMO-LUMO gap (eV) = 9.23
- relative energy (zero: lowest compared OMol25 entry of this formula, charge and spin) (kcal per mole) = 19.1
- LUMO level (Ha) = 0.0056

***

# C3H8O3S2

2 unconnected molecules or ions with the total composition C3H8O3S2 (ωB97M-V with the def2-TZVPD basis set, the Open Molecules 2025 dataset).

Geometry as XYZ:
```
16
C3H8O3S2 ωB97M-V with the def2-TZVPD basis set
O -2.1411 -1.5907 0.1317
C -1.6055 -0.5644 -0.1002
O -1.9955 0.6640 0.4871
C -0.2842 -0.3141 -0.7286
C 0.6108 -1.5225 -0.9745
S 2.2628 -1.1011 -1.1329
S 3.1012 -0.1093 0.3519
H -2.8689 0.4500 0.9895
H -0.5555 0.0449 -1.8033
H 0.2458 0.4702 -0.0573
H 0.2888 -2.1129 -1.9368
H 0.5374 -2.3964 -0.2386
H 2.2530 0.7231 0.9324
O 0.4142 2.3388 1.3463
H -0.1542 2.4121 2.1593
H -0.1090 2.6084 0.5741
```

Summary:
- SMILES string = O=C(O)CCSS.O
- HOMO level (eV) = -7.998
- HOMO-LUMO gap (eV) = 8.31
- relative energy (zero: lowest compared OMol25 entry of this formula, charge and spin) (kcal per mole) = 34.2
- LUMO level (Ha) = 0.0115

***

# C3H8O3Tm

A molecular structure, C3H8O3Tm (ωB97M-V with the def2-TZVPD basis set, the Open Molecules 2025 dataset).

Geometry as XYZ:
```
15
C3H8O3Tm ωB97M-V with the def2-TZVPD basis set
O -0.0138 -2.4838 0.2574
C 0.3144 -1.7587 -0.9589
C 1.2099 -0.5998 -0.6112
O 0.3551 0.3383 0.1257
C 1.0219 1.3524 0.8466
Tm -1.4604 -1.0851 0.2576
H 0.7861 -2.3923 -1.7283
H 1.6089 -0.0810 -1.4987
H 2.0415 -0.8568 0.0755
H 1.6438 1.9536 0.1665
H 0.2609 1.9919 1.3068
H 1.6613 0.9183 1.6304
O -3.4001 0.6150 0.1547
H -2.6699 0.5822 -0.5378
H -3.3597 1.5056 0.5136
```

Summary:
- net charge = +1
- <S²> = 2.003
- HOMO level (alpha / beta) (eV) = -11.782 / -11.863
- HOMO-LUMO gap (alpha / beta) (eV) = 6.87 / 6.99
- relative energy (zero: lowest compared OMol25 entry of this formula, charge and spin) (kcal per mole) = 23.6
- multiplicity = 3
- LUMO level (alpha / beta) (Ha) = -0.1803 / -0.1790

***

Calculated max |F| (eV Å⁻¹), listed in the same order as above: 1.76 5.28 1.75 1.40 2.77 5.20 3.85 1.15 2.01 1.59 1.34 0.53 4.45 2.24 9.13 4.43 4.28 2.79